[1]
A cluster of 13 separate species, H26O13 in total in a non-equilibrium geometry, computed with ωB97M-V/def2-TZVPD.

Structure (XYZ):
```
39
Properties=species:S:1:pos:R:3
O 0.26 -3.18 0.06
O -3.60 1.31 -0.18
O 1.54 -1.87 2.49
O 1.92 0.25 -3.08
O -1.98 -2.29 1.41
O 0.28 -0.07 -0.01
O -2.48 -1.10 -1.10
O -0.70 1.70 -2.54
O 0.78 2.68 0.75
O -1.69 2.69 1.50
O -0.64 -2.49 -2.83
O 2.87 0.88 2.79
O 2.88 -0.32 0.24
H 0.21 -2.79 -2.49
H 0.46 0.75 0.44
H -1.20 -1.87 1.77
H 3.27 -0.95 -0.37
H 1.96 -0.28 -0.02
H 1.91 -1.55 1.67
H -0.70 1.79 -3.49
H -3.40 -1.34 -1.19
H -0.80 2.93 1.25
H 1.55 3.00 1.22
H -2.23 -1.45 -0.24
H -2.57 -2.38 2.16
H 3.09 0.79 1.86
H -3.20 0.56 -0.61
H 1.07 -0.08 -2.78
H 0.32 -2.23 -0.05
H -0.52 -3.31 0.60
H 3.08 1.79 3.00
H -2.87 1.81 0.18
H 2.12 0.97 -2.48
H 0.93 2.95 -0.16
H -1.07 -2.09 -2.08
H 1.97 -1.35 3.17
H -0.43 0.13 -0.62
H -2.02 3.46 1.97
H -0.40 2.56 -2.22
```

Computed properties:
- electronic energy (hartree) = -993.3243
- energy above the lowest of the compared OMol25 structures with the same formula, charge and spin (kJ/mol) = 102.5
- Kohn-Sham gap (alpha / beta) (eV) = 10.6 / 2.6
- 2S+1 = 2
- total charge = +1

=====

[2]
A structure of composition CHI2O2S2 in a non-equilibrium geometry, computed with ωB97M-V/def2-TZVPD.

Structure (XYZ):
```
8
Properties=species:S:1:pos:R:3
I -0.44 0.67 -2.41
I -0.92 3.41 0.58
S -1.07 -1.97 -0.38
S -1.72 0.88 0.40
O -1.75 0.48 1.79
O -2.99 0.87 -0.28
C -0.51 -0.44 -0.51
H 0.41 -0.15 0.00
```

Computed properties:
- electronic energy (hartree) = -1580.9313
- energy above the lowest of the compared OMol25 structures with the same formula, charge and spin (kJ/mol) = 0.0
- Kohn-Sham gap (alpha / beta) (eV) = 5.5 / 5.1
- 2S+1 = 3
- total charge = -1

=====

[3]
A structure of composition C33H52MgN8OSb in a non-equilibrium geometry, computed with ωB97M-V/def2-TZVPD.

Structure (XYZ):
```
96
Properties=species:S:1:pos:R:3
Sb -1.13 1.60 1.53
Mg 0.52 -1.44 0.42
O 1.81 -0.46 0.98
N -1.14 -2.82 -0.14
N -2.97 -0.28 -1.26
N 0.78 0.75 -3.22
N -0.30 -1.91 2.27
N 1.34 -1.04 -2.27
N 1.54 -0.35 -3.32
N 1.50 -3.18 -0.18
N 0.44 -0.43 -1.46
C 2.78 -3.48 0.04
C 2.86 -4.86 -1.89
C -0.88 -1.45 4.53
C -3.66 2.01 3.41
C -4.13 -1.32 -3.56
C 1.81 2.80 -4.20
C 3.33 0.38 2.65
C -3.51 0.51 -2.18
C -2.58 -2.50 -0.32
C -1.86 -3.31 3.40
C -0.72 4.30 0.06
C -1.10 -3.75 1.01
C -4.13 0.04 -3.33
C -0.62 3.85 3.77
C -3.00 -1.60 -1.46
C 3.20 2.17 -4.32
C -3.55 -2.16 -2.61
C 3.49 -4.33 -0.78
C -0.23 2.43 3.36
C 0.87 -3.74 -1.21
C 2.98 0.25 1.16
C 1.52 -4.58 -2.10
C 4.16 -0.45 0.45
C -1.83 3.55 0.80
C -1.11 -2.97 2.29
C 0.10 0.67 -2.07
C -0.61 -3.48 -1.34
C -1.75 -2.53 4.54
C 2.83 1.65 0.54
C -3.06 1.04 2.41
C 1.69 3.63 -2.93
C -0.18 -1.17 3.38
C 0.70 1.74 -4.28
H 3.39 -5.50 -2.58
H -3.55 -3.23 -2.76
H 3.46 -0.62 3.08
H -3.11 -3.44 -0.46
H 4.53 -4.56 -0.56
H -0.50 1.73 4.16
H -2.92 0.06 2.87
H -0.77 -0.83 5.41
H 0.85 2.37 3.22
H 1.90 3.03 -2.04
H 0.10 4.54 0.73
H 2.53 0.88 3.19
H -2.52 -4.17 3.37
H -4.65 1.67 3.73
H -1.69 3.93 3.97
H 1.65 3.45 -5.06
H 3.27 1.52 -5.19
H -2.94 -2.04 0.60
H -3.46 1.57 -1.98
H 0.69 4.07 -2.83
H 5.02 0.21 0.36
H 3.95 2.96 -4.41
H -3.72 0.90 1.55
H 2.41 4.45 -2.95
H -2.70 3.40 0.16
H 3.73 2.25 0.66
H -3.78 3.01 2.99
H 3.44 1.58 -3.43
H -4.61 0.72 -4.02
H -0.17 -4.32 0.98
H -1.12 -4.44 -1.52
H 0.77 1.20 -5.22
H 4.25 0.95 2.79
H -0.30 3.69 -0.75
H 3.22 -3.00 0.90
H -0.36 4.58 3.01
H -0.09 4.13 4.68
H -0.58 1.42 -1.70
H -0.27 2.21 -4.21
H -0.80 -2.85 -2.21
H -2.33 -2.77 5.42
H 0.53 -0.35 3.31
H 3.84 -0.77 -0.54
H 0.99 -4.98 -2.96
H -3.04 2.08 4.31
H -2.16 4.12 1.66
H -1.09 5.23 -0.37
H -1.92 -4.48 0.97
H 2.62 1.55 -0.53
H -4.60 -1.74 -4.44
H 1.99 2.17 1.00
H 4.47 -1.33 1.02
```

Computed properties:
- electronic energy (hartree) = -2242.1815
- energy above the lowest of the compared OMol25 structures with the same formula, charge and spin (kJ/mol) = 49.1
- Kohn-Sham gap (eV) = 8.0
- total charge = +1

=====

Which value of energy above the lowest of the compared OMol25 structures with the same formula, charge and spin does entry 2 give?
0.0 kJ/mol

=====

The highest electronic energy belongs to which entry?
H26O13

=====

What is the formula in the first record?
H26O13